(1)
The following is a DFT calculation (wB97M-V/def2-TZVPD) of a structure of composition C30H90O30 in a non-equilibrium geometry.

```
150
Properties=species:S:1:pos:R:3:lowdin_charge:R:1
O -2.71408 4.37536 0.86513 -0.0692
H 0.42322 -3.76409 0.54449 0.1008
H -2.18183 3.64388 4.75581 0.0842
C 4.06001 -3.42273 0.49126 -0.1543
C 2.97931 -0.74674 -4.06277 -0.2078
O 1.36496 -0.28261 -0.00913 -0.0966
H 3.83211 -0.33947 -2.33689 0.0227
C 0.46295 -5.12567 2.14140 -0.2165
O 2.48411 2.18929 5.24122 -0.0559
O -2.55955 -0.38376 3.70661 -0.0658
O -3.50834 7.48065 2.70653 -0.0766
H 3.04546 -1.83924 -4.15071 0.0859
C -2.23338 -5.78761 -0.43072 -0.2116
H -3.81683 -2.03026 0.79653 0.0474
C 2.63433 3.77222 1.58314 -0.1827
H -5.70682 -1.12061 0.78392 0.1134
C -3.05459 -4.51323 -0.55267 -0.2159
C 2.46207 0.78175 5.06461 -0.2174
H -5.33474 -1.73455 3.85775 0.1226
H 1.48784 6.86391 1.69589 0.0912
H 0.59043 2.19644 -0.61470 0.0458
C -2.20770 1.81127 -3.02920 -0.1944
H 3.04344 -0.34848 -5.07543 0.1288
O -0.09115 -3.05822 -1.61410 -0.0903
H 1.52698 -5.32398 2.00924 0.1166
H -1.20354 3.73871 -5.42251 0.0831
O -3.84064 -1.32425 1.45167 -0.0935
H -6.51129 -1.84792 -2.56224 0.1196
H -5.13581 -2.49678 -3.50571 0.1178
H -0.91271 1.25132 4.80116 0.1005
H 2.42227 2.35728 -0.65669 0.0865
O -5.81732 -3.21813 2.55407 -0.0663
O 2.08291 6.18507 2.01959 -0.0130
H 4.85349 -4.21021 -1.41518 0.1171
O 2.17472 2.73338 0.75686 -0.1424
H 1.90783 0.27349 5.85874 0.1203
C 4.03988 -3.58584 -1.03121 -0.1889
O 2.44852 5.65134 -1.55018 -0.0048
O -1.38757 0.68735 -3.36961 -0.1336
H 1.67179 2.53490 5.61774 0.0870
C -5.52852 -1.62576 -2.96834 -0.2188
H -1.39141 -3.51574 -3.10727 0.1118
H -1.61202 5.65226 2.06268 0.1075
H 3.60401 4.11860 1.20678 0.1301
H -2.02001 -6.03785 0.60857 0.1091
C -1.54520 3.05873 -3.64049 -0.2258
H 1.79347 -0.97457 0.51810 0.0473
O 3.16832 -2.32056 0.77394 -0.1155
C 0.60316 -4.27292 -3.65210 -0.1798
O -0.30860 2.01830 -0.93053 -0.0558
H 1.52013 5.15998 0.36935 0.1045
H -2.08916 3.97357 -3.38084 0.1214
H -6.83754 -1.48154 2.90028 0.1149
H -2.13877 3.62024 1.04238 0.0683
H -3.34338 6.95287 0.74238 0.1170
C -5.79814 -1.82817 2.87965 -0.2118
H -0.45164 0.91231 -3.23946 0.0349
O 5.94209 2.09158 -1.11389 -0.0570
C -2.51256 0.99485 3.38800 -0.2600
H 0.66546 4.67341 1.77611 0.1334
H 3.74958 4.39977 -0.49798 0.1327
H -5.24439 0.07723 1.95496 0.1177
H -3.18196 -4.15670 -1.57524 0.1133
C 1.73433 0.45821 3.75483 -0.1943
H 2.15817 4.59332 0.18708 -0.0642
H 0.82856 -0.75410 -3.85358 0.1014
H 0.66798 -5.18867 -3.06358 0.1204
C -0.34041 -3.25093 -3.00471 -0.1978
O 2.87887 -4.38882 -1.36940 -0.0990
H 3.34233 0.14574 2.73955 0.0987
H -4.06221 -4.79714 -0.23055 0.1191
H 2.38536 -2.78683 1.10147 0.0379
H -2.88090 -0.78560 2.88220 0.0360
O 0.92849 -2.76019 2.33946 -0.0842
H -0.92249 -3.49673 1.64994 0.1074
H 2.66959 3.50906 2.64186 0.1364
H 2.61812 -4.21289 -2.28633 0.0141
H 4.62328 1.23320 0.73142 0.1196
O 3.96694 -0.18120 -0.66918 -0.0952
C 2.28565 3.17385 -1.37045 -0.2113
H -0.29537 -2.30179 -3.54846 0.1033
H 3.17688 5.71076 -2.17572 0.0915
H 1.26188 3.23639 -1.74032 0.1184
H 5.09126 -3.20828 0.76751 0.1181
H 1.66181 -0.51979 -2.29729 0.1051
H -2.54659 1.68800 5.38739 0.1311
O 2.56828 0.71020 2.61786 -0.0789
H -4.85503 -0.43112 -4.38321 0.0830
O 1.43967 1.09555 -3.56363 -0.0642
H 0.85326 -2.88981 -1.48830 0.0855
C -4.37938 -1.50207 -1.93892 -0.2384
C 1.66736 4.94434 1.43499 -0.2348
H -0.40328 -1.12686 0.39176 0.1101
O -1.10688 -5.66554 -1.29811 -0.0759
O 3.12073 2.86163 -2.48249 -0.0646
C 0.14648 -3.71189 1.59913 -0.1973
H -4.40416 -0.58260 -1.34672 0.1201
O -1.40994 2.87918 -5.04567 -0.0607
H -0.61900 -5.92664 3.59776 0.0880
C -2.63602 5.28505 1.97256 -0.2324
C 6.19214 0.78280 -0.57675 -0.2071
C 4.97930 0.35196 0.19039 -0.2059
H 6.34332 0.16528 -1.46458 0.1281
H 4.02504 -2.70435 -1.67475 0.1122
H -1.64336 0.46214 -1.03362 0.1141
O -3.06494 -1.63255 -2.47605 -0.0646
H 3.48555 0.40989 5.07481 0.1229
H 6.44709 2.66703 -0.52942 0.0900
H -6.22059 -3.30144 1.68440 0.0778
H -2.80338 -0.84775 -2.97206 0.0586
H 3.99064 2.54198 -2.20941 0.0764
C -3.57304 6.47186 1.69729 -0.2367
O 1.98253 -3.90657 -3.81419 -0.0809
O -2.47280 -3.52790 0.30146 -0.0978
H 7.06613 0.70363 0.07120 0.1242
H 0.78023 0.97852 3.66953 0.1049
C 1.69605 -0.29667 -3.36869 -0.2213
H -2.99003 4.80079 2.88145 0.0998
H -2.11107 1.95791 -1.95015 0.0888
O -5.64199 -0.50573 -3.83497 -0.0564
O 4.07994 -0.32093 -3.27961 -0.0780
H -0.24716 0.07072 -1.84460 0.0904
H -0.17803 0.36794 1.22254 0.1121
H -2.60899 7.78788 2.84876 0.0774
H 3.20940 -0.29397 -0.06970 0.0441
H 2.22298 1.90158 1.26469 0.0791
H 1.41124 -0.58703 3.69923 0.1083
H -4.52334 -2.29521 -1.20144 0.0882
H -2.81684 -6.55977 -0.93764 0.1229
C -0.02579 -0.10781 0.24748 -0.1668
H 2.17206 1.60149 -3.14347 0.0540
C 2.69288 4.49705 -0.76008 -0.2718
H 2.00720 -3.19986 -4.47011 0.0797
H -4.63037 6.22388 1.62019 0.1216
H 3.58386 -4.29010 0.94491 0.1188
H -1.91399 -2.93099 -0.21644 0.0681
H 5.20917 -0.46774 0.88078 0.1187
O 0.16671 -5.38277 3.50771 -0.0428
H -0.68532 -4.79873 -1.18436 0.0308
H 0.74495 -2.88602 3.27640 0.0960
C -1.86412 1.71594 4.53283 -0.2452
H -3.50912 1.37187 3.13157 0.1212
H -1.92139 1.18355 2.48379 0.1077
C -0.56409 0.61383 -0.94939 -0.2221
O -1.69178 3.06808 4.16758 -0.0701
C -5.18360 -0.99191 1.73852 -0.2197
H 0.17937 -4.58747 -4.60877 0.1289
H -3.21338 1.66689 -3.41628 0.1243
H -0.53860 3.26778 -3.26289 0.1073
H -0.06794 -5.77715 1.44100 0.1045
```

molecular weight	931.020	g/mol
lowest unoccupied orbital energy	0.009	hartree
HOMO level	-8.25	eV
charge	0
maximum force	7.0	eV/A

***

(2)
The following is a DFT calculation (wB97M-V/def2-TZVPD) of a structure of composition C31H18BaClN5O4S4.

```
64
Properties=species:S:1:pos:R:3:lowdin_charge:R:1
C -3.31302 1.05258 -0.54986 -0.1878
H 3.57072 -5.38498 -3.12971 0.1053
Cl 6.45011 4.08854 0.61219 0.5680
N 2.49751 -0.45921 -1.42142 0.0059
H 2.19980 -0.33409 5.60698 0.0980
H -5.86847 0.59169 -2.71891 0.0973
C -3.79704 0.10548 -3.06157 -0.0801
C 0.13183 0.27917 5.75848 -0.0728
S -1.06022 -2.94492 1.83488 0.2818
H -1.41362 -2.95428 -1.27876 0.0869
C 3.48843 0.30101 -1.12685 -0.1250
C 4.85986 3.44941 0.23126 -0.6914
O -3.85116 2.56645 1.13301 0.0380
O -2.94587 1.85573 3.57960 0.0384
C 4.30183 -3.38186 -2.95832 -0.0892
H -1.91419 0.93426 5.47476 0.1073
H 1.59537 4.35609 0.29626 0.1088
H 5.60039 1.56761 -0.42440 0.1040
H -1.68333 -0.26260 -3.03553 0.1069
C -0.20182 -4.63266 -1.89532 -0.0609
C 4.02090 -2.06698 -2.53377 -0.0343
C 3.46038 1.64904 -0.58359 -0.1310
H 3.84245 5.24541 0.84840 0.0927
C 1.04226 -5.00443 -2.29348 -0.0227
H 4.80702 -1.33159 -2.62905 0.0943
H -3.92972 -0.28372 -4.06222 0.0934
H 4.51323 -0.05768 -1.25767 0.1035
C 1.76367 -2.71022 -1.99982 -0.1944
Ba 0.10876 -0.15177 0.22711 1.6481
H 5.28798 -3.60967 -3.34506 0.0939
C 1.35444 0.19271 3.71868 -0.1590
N -2.07660 1.09031 1.55079 0.0193
H 0.05627 0.13573 6.83007 0.0965
N -2.29551 0.55919 -1.25152 0.0196
C -2.54093 0.11562 -2.48701 -0.1473
C 0.26607 -4.04209 1.51984 -1.2397
C -3.08973 1.65094 0.84536 -0.4768
N 0.49842 -2.34617 -1.64201 0.0204
C -2.06688 1.34923 2.89624 -0.4549
C 2.48451 3.75952 0.13504 -0.0185
C -4.61490 1.08668 -1.04999 -0.0117
C -0.82930 0.86155 3.65017 -0.2042
N 0.30584 0.60689 3.00324 0.0133
C 1.31825 0.02207 5.09114 -0.0648
S 2.62746 -5.18022 1.07262 0.8904
C 4.72117 2.18299 -0.26849 -0.0937
H 1.27760 -6.03897 -2.51649 0.1177
C -0.95773 0.70968 5.02727 -0.0146
C 1.42034 -6.44240 1.23105 -1.0869
C 2.27473 2.44185 -0.39918 -0.4296
O 1.65764 -7.63751 1.16214 -0.1479
O 1.10050 2.05121 -0.66950 -0.2916
C 2.80801 -1.72539 -1.98282 -0.2333
H -1.00396 -5.34579 -1.76946 0.1017
C -0.42696 -3.26903 -1.60431 -0.1724
C 3.35881 -4.35853 -2.85445 -0.0560
C -4.86323 0.59372 -2.31430 -0.0755
S -0.17500 -5.75616 1.48067 0.8752
C 3.72568 4.24844 0.44133 -0.1299
H -5.38561 1.51302 -0.42478 0.1117
C 2.06533 -4.02974 -2.38871 -0.1708
S 2.39141 -2.22872 1.30556 0.3613
H 2.25001 -0.05003 3.16033 0.0614
C 1.58053 -3.77502 1.32875 -1.1927
```

molecular weight	825.565	g/mol
lowest unoccupied orbital energy	0.145	hartree
HOMO level	-0.83	eV
charge	-2
maximum force	0.7	eV/A

***

(3)
The following is a DFT calculation (wB97M-V/def2-TZVPD) of a structure of composition C31H19Cl4N3O8PtS4 in a non-equilibrium geometry.

```
70
Properties=species:S:1:pos:R:3:lowdin_charge:R:1
C 0.02376 -2.47826 5.51868 -0.1431
C 1.85576 2.31324 1.13198 -0.1511
C -1.23874 -2.60786 1.47058 -0.2466
Cl 1.96536 -0.68566 5.12158 0.7269
H -1.37414 0.10704 -1.40232 0.1164
H 1.18856 -3.28356 -0.13952 0.0199
O 0.98956 -0.83866 2.48178 -0.1904
N -0.08424 -0.66986 -8.40322 0.1245
C -1.05294 -3.25306 5.09198 -0.6944
H -1.52394 4.00644 3.61488 0.1088
C -0.52994 -0.01906 -2.06692 -0.0777
H -1.65904 -0.14696 -3.87522 0.1218
C 0.33746 -1.65236 3.21038 -0.3715
C -1.45044 -3.25566 3.78398 -0.0873
C 2.23856 -3.56986 -0.23422 -1.0203
C 1.39826 -0.78226 -6.53592 -0.0023
H 1.59966 2.17024 0.09358 0.0949
C 1.77566 -0.13936 -2.24482 -0.1160
H 3.94146 2.98754 0.91278 0.0979
H 0.33046 -2.48886 6.55088 0.0993
S -2.53574 0.13144 2.64708 1.1137
S -2.65804 -0.01146 -8.25492 0.3976
C -1.00124 -0.39566 -7.50582 -0.4003
C 0.67166 -1.69526 4.60038 -0.5761
C 3.20806 -2.47116 0.33828 -0.7888
C -2.17904 5.17274 1.85678 -0.2031
Cl 2.48846 -5.12246 0.55728 0.5785
C -0.75674 -2.50296 2.81588 -0.1578
C -1.99104 0.37974 5.13758 -0.1839
H 2.62946 -0.33906 -4.16212 0.1057
H -2.52334 5.67814 -0.24502 0.0484
N 0.68226 -0.02186 -1.46232 -0.1136
C -1.18564 1.10754 3.09928 -0.4384
H 3.96156 3.32444 3.52198 0.0496
H 1.91746 -1.13796 -8.58652 0.1026
O -2.89374 -1.11806 -9.16942 -0.3855
C -2.16294 5.00574 0.50918 -0.4235
O -2.37054 1.26604 -8.89332 -0.3826
O 2.74336 -1.30266 0.29258 -0.1663
C 0.45406 -0.29586 -4.25602 -0.1275
C -1.60894 4.07604 2.54378 -0.1183
O -0.66754 -2.31336 0.42138 -0.0648
N -0.90534 -0.28476 -6.22982 0.1722
O -3.58704 0.05974 -7.14402 -0.3820
H -2.28814 -3.85946 3.46288 0.1106
Cl 2.59526 -3.71286 -1.96292 0.5889
H -2.01634 0.28054 6.20978 0.1010
C 3.11386 2.78434 1.57108 -0.1739
H 2.72756 -0.13616 -1.72962 0.1128
C 0.32646 -0.45546 -5.66062 -0.1925
S -1.46044 3.50294 0.04138 1.0853
C 3.15326 2.97154 2.91248 -0.4078
C 1.13986 -0.88416 -7.87512 -0.1156
S 1.65836 2.56464 3.66398 1.0340
C 1.71106 -0.27246 -3.60032 0.0037
O 4.31766 -2.79936 0.70088 0.0123
H -2.25314 -3.04916 1.40088 0.1253
H 2.38896 -0.96266 -6.14822 0.0927
O -0.68204 1.01814 0.79058 -0.3895
C -2.86784 -0.22526 4.29908 -0.3949
Cl -1.87574 -4.22376 6.27398 0.6173
C -1.03194 1.15724 4.44858 -0.1645
C -0.49834 1.77414 1.93378 -0.6479
H -0.26114 1.70714 4.95638 0.0499
C 0.96226 2.12224 2.15028 -0.4559
Pt 0.83266 -0.34636 0.47448 1.2081
C -0.68254 -0.14576 -3.41732 0.0378
H -3.69764 -0.85506 4.54918 0.0597
C -1.18024 3.10694 1.68928 -0.4510
H -2.59224 6.03584 2.35208 0.0889
```

molecular weight	1026.664	g/mol
lowest unoccupied orbital energy	0.112	hartree
HOMO level	-3.40	eV
charge	-2
maximum force	4.1	eV/A

***

(4)
The following is a DFT calculation (wB97M-V/def2-TZVPD) of a structure of composition C31H20MnN4O6Te.

```
63
Properties=species:S:1:pos:R:3:lowdin_charge:R:1
O -4.30059 -0.15719 -5.24811 0.1235
H -3.90031 2.05885 -0.50412 0.1131
C 3.93708 -0.51624 0.47529 -0.1507
C 0.59647 -2.32773 -2.02865 -0.0561
H -0.41097 4.83769 -1.84726 0.1308
C -0.23031 -0.45744 4.50187 -0.1313
C -0.53282 1.06618 -2.36622 -0.1411
C -1.78928 -2.39624 3.25577 -0.0681
C -1.17793 -2.37563 -3.63925 0.0616
C -2.28671 -0.13865 -4.15194 -0.0488
C -0.20242 -3.03181 -2.92992 0.0155
C 4.61976 -2.52179 1.55758 -0.0336
O -2.85470 -1.67398 -5.77089 0.1060
H -2.38990 -3.15582 2.77398 0.1121
H -1.95421 0.70605 0.15826 0.0879
C -3.17197 2.46543 0.18537 -0.0767
C -1.61638 -2.41663 4.63273 -0.0550
O 5.11097 1.51562 -0.04494 0.1827
Mn 1.48879 0.24663 -0.51692 0.8399
C -1.18164 -1.40908 2.49654 -0.1524
N -3.22878 -0.70679 -5.14073 -0.3354
H -0.61870 3.89280 2.70755 0.1012
N 0.44973 -1.02530 -1.82315 0.0427
Te 0.54431 1.08934 2.03278 1.5473
C -1.33319 -0.98353 -3.47790 -0.0378
H -2.12130 3.87523 -3.38258 0.1405
C -2.42343 4.25267 1.60765 -0.0613
C 3.30030 -2.96565 1.49445 0.0431
H 3.08366 -3.94272 1.90727 0.1305
H -1.31072 -1.40291 1.42001 0.0827
C -3.34330 3.74191 0.70693 -0.0627
H -4.20374 4.33148 0.41998 0.1144
C -2.36300 1.19644 -3.95539 0.0964
C -0.48421 -0.35320 -2.55462 -0.1207
H 5.94953 -0.89606 1.15798 0.1479
H 1.29245 -2.43793 0.88246 0.1098
C -1.15300 2.21555 1.47040 -0.5187
C 2.34160 -2.16269 0.91665 -0.1079
C -0.83750 -1.45398 5.25323 -0.0563
H 1.36570 -2.83291 -1.45750 0.1198
H 1.18515 3.29635 -0.69738 0.1354
H -3.11028 1.76900 -4.48693 0.1456
N 0.37556 1.60705 -1.52076 0.0128
C 4.10059 0.88662 -0.04954 -0.4968
C -0.41002 -0.43555 3.12362 -0.5158
C -1.45558 1.84757 -3.06535 -0.1084
N 2.66581 -0.97177 0.38169 -0.0748
C -2.07607 1.70619 0.56100 -0.1580
C -1.41807 3.23888 -2.86174 0.0490
C 5.72667 -3.43190 2.20600 -0.6779
H -0.04681 -4.09277 -3.05505 0.1307
H -2.56242 5.24144 2.02405 0.1161
C -0.47855 3.77320 -2.01596 0.0157
C -1.32778 3.49036 1.99461 -0.1281
H 0.38216 0.28825 4.99199 0.0985
O 2.92406 1.37266 -0.51223 -0.1783
H -2.08573 -3.19204 5.22255 0.1163
H -0.69529 -1.47763 6.32464 0.1176
C 4.93460 -1.26017 1.05667 0.1043
C 0.41438 2.91957 -1.35821 -0.0581
O 5.33204 -4.58475 2.43341 -0.0101
H -1.80897 -2.91339 -4.32865 0.1231
O 6.77522 -2.82714 2.45691 0.0063
```

molecular weight	727.061	g/mol
lowest unoccupied orbital energy (spin up / spin down)	-0.191 / -0.197	hartree
spin multiplicity	5
HOMO level (spin up / spin down)	-10.08 / -10.08	eV
charge	+1
maximum force	0.7	eV/A
<S²>	6.055

***

ΔE to the lowest compared entry with this formula, charge and spin / eV: 8.8596, 0.2190, 1.1250, 0.0000